Entry 1:
C25H33KNO9PS3Te | ωB97M-V/def2-TZVPD

Summary:
Relative energy (zero: lowest compared OMol25 entry of this formula, charge and spin): 8.0 kcal/mol
Charge: -2
Gap between HOMO and LUMO: 6.18 eV
HOMO energy: -2.375 eV
F_max: 0.66 eV/Å
Calculated total energy: -111798.9943 eV

```
74
C25H33KNO9PS3Te | the OMol25 dataset | ωB97M-V/def2-TZVPD
H -3.416 2.538 -1.194
O 1.818 0.427 -1.963
C -3.156 1.487 -1.323
H 6.810 -0.495 1.018
C 0.592 1.997 -5.586
S -1.567 1.196 1.062
H -1.067 -7.550 0.056
H 3.783 1.377 -0.713
H 3.077 -1.789 5.382
C 2.672 -0.137 4.118
H -1.975 3.230 2.264
C -0.448 3.789 0.904
P 2.898 1.827 2.486
H 0.395 3.432 1.500
H -0.626 4.835 1.170
O 3.868 0.889 1.592
C -1.596 3.141 -2.883
C -0.844 -3.801 -0.331
C 0.740 -5.297 1.330
H 1.358 -5.840 2.029
C -1.767 -2.931 -1.219
H -2.523 3.444 -3.382
H -2.550 3.321 0.621
O -0.359 -7.293 0.658
C 1.835 3.995 -5.077
C 3.405 -0.755 5.282
Te 3.617 4.093 2.460
H -3.923 0.957 0.591
O 2.651 -2.345 1.357
C -1.276 4.146 -1.772
H 0.583 3.767 -6.804
H 5.694 1.774 1.303
H -1.780 -5.612 -0.933
H 0.758 0.413 -4.133
C -1.022 -5.177 -0.292
S -1.704 1.407 -2.400
H 5.230 -1.267 1.327
C 1.072 1.404 -4.430
H 4.351 2.311 -2.133
H -1.126 5.127 -2.231
C 2.387 1.436 -2.317
C 5.274 0.846 1.704
H -2.878 -0.279 -0.141
H 3.211 -0.214 6.209
N 0.094 -3.199 0.391
H 4.481 -0.753 5.098
H 2.859 -0.713 3.212
H 5.553 0.781 2.760
H -2.127 4.249 -1.099
H -3.998 1.013 -1.832
C 1.944 2.098 -3.597
H -0.096 1.456 -6.220
C 1.970 -3.184 1.994
H 2.120 5.012 -5.318
C 5.727 -0.379 0.939
C 2.326 3.393 -3.926
H 3.133 2.978 -1.044
C -0.219 -5.923 0.557
S 0.178 3.710 -0.791
H 2.984 3.944 -3.266
C 0.971 3.296 -5.909
H 5.463 -0.288 -0.114
O 3.130 1.227 3.958
C 0.881 -3.920 1.193
O -1.766 -1.706 -0.989
K 1.172 -0.525 0.481
H -0.813 3.172 -3.640
O -2.449 -3.567 -2.042
C 3.492 2.057 -1.510
O 2.063 -3.503 3.189
C -2.998 0.796 0.029
C -1.708 2.993 1.228
O 1.531 1.493 1.984
H 1.597 -0.115 4.290
```

Entry 2:
C25H33N2PPd | ωB97M-V/def2-TZVPD

Summary:
Charge: +2
Gap between HOMO and LUMO (alpha / beta): 7.02 / 4.01 eV
HOMO energy (alpha / beta): -12.268 / -13.966 eV
F_max: 3.33 eV/Å
2S+1: 5
Calculated total energy: -42187.8263 eV

```
62
C25H33N2PPd | the OMol25 dataset | ωB97M-V/def2-TZVPD
H -0.161 -0.991 -4.588
H 0.391 -4.738 -0.689
H 1.869 -0.959 2.797
C -1.467 0.884 2.385
H 0.100 -3.371 -1.843
C -2.292 -2.406 0.561
C -4.427 -2.543 -0.614
H -2.399 0.995 -2.127
H -4.633 -1.162 -2.283
H 3.950 0.023 3.672
H -2.449 -0.181 -3.405
H -2.571 0.804 0.538
N 0.690 -2.814 0.139
H -0.521 -2.264 -3.394
P -0.271 -0.076 -2.342
H -4.800 2.239 3.985
H 0.266 -1.755 1.889
C 2.104 -3.366 0.243
C -1.434 -3.010 1.634
C -2.644 1.042 1.606
C 1.971 0.127 2.840
C 0.068 -1.360 -3.579
H 2.395 -3.524 1.284
H 2.050 -4.403 -0.121
H -0.068 2.345 -2.441
H 1.049 0.663 -0.389
C -2.638 -1.042 -1.394
C 3.303 2.075 3.399
C 3.145 0.682 3.340
C -3.583 -2.952 0.421
H -4.722 1.602 1.566
N -0.267 0.423 1.874
H -3.905 -3.725 1.129
C 0.001 -3.712 -0.811
H 1.302 1.528 -3.228
H 1.134 -1.604 -3.529
H -2.731 1.996 5.382
C 0.059 -2.778 1.499
C -1.814 -1.451 -0.339
H -1.030 -3.780 -0.523
C -3.883 1.852 3.536
C 1.040 2.370 2.585
H 1.726 0.028 -0.522
Pd 0.219 -0.821 -0.139
C -3.960 -1.549 -1.496
C -2.088 -0.029 -2.379
H 2.941 -2.897 -0.297
C 0.894 0.956 2.424
C 0.217 1.503 -3.083
H 2.331 4.007 3.106
H -1.544 -4.093 1.783
H 0.584 -3.451 2.173
H -1.692 -2.533 2.589
C -1.552 1.236 3.767
H -5.437 -2.978 -0.722
H -0.639 1.141 4.367
H 0.180 2.999 2.329
C -3.819 1.497 2.179
C -2.727 1.717 4.326
C 2.236 2.916 3.037
H 4.235 2.515 3.760
H -0.244 1.660 -4.067
```